# 1
Below is C5H7NO4 in the gas phase, with properties calculated with ωB97M-V with the def2-TZVPD basis set.

Summary:
Energy above the lowest of the compared OMol25 structures with the same formula, charge and spin: 2.9377 eV
SMILES: O=C(O)[C@@H]1C[C@H](C(=O)O)N1
E_LUMO: 0.17 eV

The geometry in ORCA input format:
```
! wB97M-V def2-TZVPD RIJCOSX def2/J DEFGRID3
* xyz 0 1
O 3.331 -0.701 -0.355
C 2.357 0.065 -0.135
O 2.433 1.289 -0.556
C 1.051 -0.479 0.428
C -0.052 -1.007 -0.220
C -1.016 -0.449 0.613
C -2.325 -0.035 -0.216
O -3.173 -0.865 -0.587
O -2.633 1.342 -0.236
N 0.015 0.526 1.092
H 1.681 1.672 -0.008
H 1.646 -1.141 1.222
H -0.090 -0.767 -1.178
H -0.022 -2.124 -0.280
H -1.132 -1.012 1.637
H -1.928 1.963 0.018
H -0.021 0.639 1.998
*
```

=====

# 2
Below is 14 unconnected molecules or ions with the total composition C55H140B3F12N9O11, with properties calculated with ωB97M-V with the def2-TZVPD basis set.

Summary:
E_LUMO: -7.52 eV

The geometry in ORCA input format:
```
! wB97M-V def2-TZVPD RIJCOSX def2/J DEFGRID3
* xyz 4 1
C -25.058 0.781 15.309
C -25.380 1.940 14.322
C -25.446 3.249 15.113
N -25.710 4.495 14.260
C -24.899 4.394 12.916
C -27.258 4.719 14.056
C -27.517 6.128 14.468
C -26.198 6.851 14.603
C -25.218 5.717 15.019
H -24.704 -0.101 14.774
H -25.766 0.454 16.071
H -24.213 1.160 15.883
H -26.317 1.678 13.830
H -24.746 1.996 13.437
H -24.507 3.451 15.629
H -26.214 3.290 15.885
H -24.818 5.387 12.475
H -25.341 3.722 12.181
H -23.954 4.005 13.295
H -27.344 4.564 12.981
H -27.802 3.936 14.584
H -28.142 6.644 13.739
H -27.926 6.174 15.477
H -25.797 7.367 13.730
H -26.282 7.631 15.360
H -24.220 6.046 14.729
H -25.335 5.468 16.074
C -17.410 8.578 16.317
C -18.131 7.474 15.506
C -17.948 6.111 16.290
N -18.752 4.936 15.631
C -18.159 4.807 14.198
C -20.271 5.151 15.654
C -20.875 3.697 15.751
C -19.738 2.719 15.944
C -18.602 3.652 16.412
H -16.326 8.496 16.237
H -17.643 8.642 17.380
H -17.685 9.526 15.853
H -17.697 7.577 14.512
H -19.181 7.643 15.268
H -18.322 6.182 17.312
H -16.923 5.743 16.235
H -17.076 4.740 14.298
H -18.573 5.535 13.500
H -18.614 3.857 13.919
H -20.601 5.600 14.717
H -20.614 5.793 16.466
H -21.376 3.410 14.827
H -21.652 3.588 16.508
H -19.491 2.255 14.989
H -19.956 1.953 16.688
H -17.567 3.369 16.216
H -18.567 3.882 17.477
C -18.952 0.465 20.916
N -19.561 1.737 21.618
C -20.537 2.440 20.707
C -20.300 1.278 22.830
C -18.353 2.614 22.077
C -17.254 2.882 20.949
O -17.643 3.679 19.801
H -18.242 0.020 21.614
H -18.579 0.805 19.950
H -19.780 -0.204 20.680
H -19.986 2.798 19.837
H -21.125 3.222 21.185
H -21.265 1.766 20.256
H -21.142 0.714 22.430
H -20.650 2.242 23.198
H -19.626 0.596 23.348
H -17.919 2.100 22.935
H -18.816 3.526 22.453
H -16.723 1.957 20.722
H -16.516 3.461 21.503
H -16.822 3.768 19.311
C -20.836 -0.945 14.943
N -20.403 -2.381 14.596
C -18.941 -2.401 14.115
C -20.498 -3.267 15.821
C -21.177 -2.803 13.319
C -20.817 -4.192 12.682
O -21.063 -5.305 13.653
H -20.354 -0.550 15.837
H -21.875 -0.984 15.269
H -20.774 -0.285 14.077
H -18.684 -1.743 13.285
H -18.487 -3.367 13.890
H -18.389 -2.016 14.972
H -21.523 -3.399 16.166
H -19.881 -2.647 16.471
H -20.035 -4.239 15.654
H -21.292 -2.120 12.478
H -22.222 -2.784 13.631
H -19.812 -4.179 12.259
H -21.526 -4.363 11.872
H -21.977 -5.594 13.698
C -24.749 -3.825 17.250
N -24.679 -4.316 18.725
C -25.956 -5.073 19.116
C -23.483 -5.285 18.828
C -24.495 -3.032 19.577
C -24.094 -3.219 21.095
O -25.196 -3.601 21.771
H -25.464 -3.026 17.055
H -25.248 -4.624 16.701
H -23.754 -3.665 16.833
H -26.795 -4.378 19.063
H -25.808 -5.564 20.077
H -26.045 -5.850 18.357
H -23.656 -6.206 18.272
H -23.256 -5.467 19.878
H -22.603 -4.748 18.473
H -25.133 -2.221 19.228
H -23.489 -2.826 19.211
H -23.834 -2.279 21.582
H -23.240 -3.897 21.090
H -25.930 -3.032 21.528
C -17.388 -3.569 22.731
N -17.461 -4.024 21.255
C -16.578 -3.135 20.405
C -17.094 -5.521 20.953
C -18.934 -3.723 20.832
C -19.314 -3.707 19.317
O -19.158 -5.015 18.759
H -18.016 -4.034 23.490
H -17.491 -2.484 22.718
H -16.352 -3.690 23.047
H -16.978 -2.121 20.387
H -16.298 -3.582 19.451
H -15.628 -2.907 20.889
H -16.234 -5.745 21.584
H -16.920 -5.607 19.880
H -17.942 -6.128 21.270
H -19.066 -2.715 21.227
H -19.490 -4.492 21.367
H -18.849 -2.850 18.829
H -20.367 -3.427 19.286
H -18.597 -4.980 17.981
C -27.103 -3.161 14.548
N -27.361 -3.088 13.057
C -26.590 -4.267 12.354
C -28.841 -3.228 12.860
C -26.894 -1.660 12.546
C -26.965 -1.312 11.102
O -28.369 -1.008 10.826
H -26.035 -3.089 14.757
H -27.455 -4.028 15.107
H -27.477 -2.359 15.183
H -26.633 -5.151 12.990
H -25.525 -4.037 12.314
H -27.162 -4.502 11.456
H -29.319 -2.409 13.398
H -29.197 -4.133 13.354
H -29.112 -3.261 11.805
H -25.862 -1.606 12.893
H -27.412 -0.925 13.161
H -26.408 -1.999 10.465
H -26.441 -0.366 10.962
H -28.446 -0.068 11.005
C -25.359 2.344 25.032
N -24.796 1.591 23.795
C -25.946 1.588 22.759
C -23.566 2.417 23.235
C -24.350 0.058 24.035
C -25.533 -0.850 24.601
O -25.701 -0.438 25.926
H -25.332 3.417 24.842
H -24.625 2.023 25.771
H -26.299 1.890 25.345
H -25.801 0.879 21.944
H -26.237 2.589 22.440
H -26.840 1.300 23.312
H -23.897 3.444 23.082
H -23.200 1.950 22.321
H -22.816 2.333 24.022
H -23.476 0.129 24.683
H -23.942 -0.267 23.078
H -25.283 -1.896 24.427
H -26.470 -0.717 24.060
H -26.024 -1.131 26.506
C -15.500 -0.477 17.581
N -14.194 -0.205 16.744
C -13.238 -1.408 17.086
C -14.571 -0.504 15.336
C -13.525 1.250 16.768
C -13.263 1.577 18.173
O -12.035 1.051 18.635
H -15.997 -1.352 17.162
H -16.098 0.432 17.507
H -15.112 -0.668 18.581
H -12.316 -1.385 16.505
H -13.734 -2.369 17.229
H -12.940 -1.191 18.112
H -13.614 -0.426 14.820
H -15.172 0.332 14.976
H -15.182 -1.391 15.169
H -14.214 1.941 16.282
H -12.613 1.167 16.176
H -14.070 1.298 18.850
H -12.999 2.627 18.298
H -11.370 1.643 18.994
B -17.402 0.823 13.627
F -18.620 0.984 13.109
F -17.464 0.339 14.903
F -16.677 -0.100 13.049
F -16.811 2.032 13.559
B -20.771 -2.321 24.138
F -19.883 -1.787 25.021
F -20.182 -3.492 23.662
F -21.932 -2.631 24.782
F -21.035 -1.489 23.135
B -21.872 -0.656 18.336
F -22.133 -0.548 19.708
F -20.532 -0.890 18.212
F -22.482 -1.722 17.774
F -22.379 0.421 17.533
C -24.193 2.227 18.831
C -24.883 3.538 19.183
O -25.242 4.377 18.303
O -25.206 3.684 20.411
H -24.967 1.485 18.636
H -23.547 1.798 19.597
H -23.543 2.438 17.983
C -23.848 -7.512 13.498
C -24.170 -6.543 14.641
O -24.846 -6.886 15.627
O -23.767 -5.358 14.630
H -22.761 -7.430 13.463
H -24.302 -7.143 12.579
H -24.110 -8.567 13.583
*
```

=====

# 3
Below is a gas-phase ion, C5H8N (charge +1), with properties calculated with ωB97M-V with the def2-TZVPD basis set.

Summary:
Energy above the lowest of the compared OMol25 structures with the same formula, charge and spin: 3.1094 eV
SMILES: C=[N+]=C/C=C/C
E_LUMO: -5.30 eV

The geometry in ORCA input format:
```
! wB97M-V def2-TZVPD RIJCOSX def2/J DEFGRID3
* xyz 1 1
C 2.344 -0.975 -0.256
N 1.799 0.097 -0.098
C 1.222 1.090 0.477
C -0.208 0.909 0.467
C -0.881 0.139 -0.350
C -2.277 -0.277 -0.095
H 2.731 -1.580 0.618
H 2.746 -1.246 -1.261
H 1.779 2.060 0.656
H -0.706 1.295 1.313
H -0.726 -0.185 -1.396
H -2.246 -1.451 0.140
H -2.933 -0.239 -0.946
H -2.642 0.363 0.730
*
```

=====

no.,total energy (Ha),maximum force (eV/A),highest occupied orbital energy (eV)
1,-550.330084,8.9,-10.37
2,-4771.989322,4.9,-13.71
3,-249.710874,4.0,-14.49